Entry 1:
C21H24F3NOP2Ru | ωB97M-V with the def2-TZVPD basis set

Positions of all 53 atoms, in Å:
C -1.532 3.310 -1.984
C -1.374 1.990 -1.520
C -0.039 1.486 -1.395
C 1.099 2.315 -1.560
C 0.883 3.603 -2.158
C -0.409 4.089 -2.277
C 2.356 1.725 -1.218
C 2.546 0.341 -1.545
C 1.417 -0.493 -1.351
C 1.495 -1.913 -1.426
C 2.709 -2.465 -1.800
C 3.805 -1.646 -2.033
C 3.724 -0.285 -1.978
H -2.541 3.704 -2.033
H 1.744 4.190 -2.423
H -0.583 5.096 -2.600
H 3.196 2.364 -1.479
H 2.795 -3.549 -1.806
H 4.729 -2.098 -2.306
H 4.566 0.373 -2.204
N 0.284 0.208 -0.819
Ru 0.106 0.146 0.923
C -2.518 1.159 -0.956
H -2.581 0.162 -1.453
H -3.476 1.699 -1.070
C 0.293 -2.723 -0.956
H -0.618 -2.463 -1.531
H 0.483 -3.800 -1.088
P -2.085 0.894 0.837
P -0.022 -2.227 0.800
C 1.255 -3.194 1.665
H 1.193 -3.001 2.736
H 1.169 -4.276 1.522
H 2.262 -2.915 1.359
C -1.539 -3.151 1.191
H -1.460 -4.215 0.922
H -1.739 -3.074 2.265
H -2.382 -2.719 0.645
C -2.107 2.551 1.562
H -3.017 3.085 1.269
H -2.064 2.434 2.650
H -1.223 3.107 1.230
C -3.607 0.090 1.415
H -3.610 0.123 2.514
H -4.467 0.652 1.011
H -3.635 -0.951 1.061
C 1.808 -0.047 1.558
O 2.873 -0.197 1.984
H 1.886 1.641 -0.206
F -1.609 -0.922 3.432
C -0.439 -0.254 3.102
F -0.547 0.967 3.727
F 0.548 -0.924 3.794

Computed properties:
- Gap between HOMO and LUMO (alpha / beta): 7.93 / 5.17 eV
- E_HOMO (alpha / beta): -14.094 / -15.486 eV
- 2S+1: 5
- LUMO level (alpha / beta): -6.16 / -10.32 eV
- Total charge: +2
- <S²>: 6.035

---

Entry 2:
C3H5HgLiO4 | ωB97M-V with the def2-TZVPD basis set

Positions of all 14 atoms, in Å:
O -1.526 0.281 -0.138
C -2.275 -0.508 -1.016
C -0.293 0.002 0.093
O -3.450 -0.120 -1.191
O -1.774 -1.463 -1.604
C 0.389 0.647 1.178
Hg -3.537 -1.731 -2.496
H 0.204 -0.690 -0.599
H 0.520 -0.296 1.813
H -0.098 1.568 1.516
H 1.429 0.840 0.856
Li -4.520 1.359 -0.591
O 0.947 -0.221 3.819
H 0.528 0.405 4.439

Computed properties:
- Gap between HOMO and LUMO (alpha / beta): 4.87 / 3.99 eV
- Energy relative to the best compared isomer or geometry (same formula, charge and spin): 0.0 kJ/mol
- E_HOMO (alpha / beta): -20.867 / -19.987 eV
- 2S+1: 2
- LUMO level (alpha / beta): -16.00 / -16.00 eV
- Total charge: +3
- <S²>: 0.753

---

Entry 3:
C4H7NS | ωB97M-V with the def2-TZVPD basis set

Positions of all 13 atoms, in Å:
C -0.737 -1.296 -0.822
C -0.733 0.256 -1.164
C 1.331 0.726 0.407
C 0.184 0.806 1.216
H -0.853 -2.076 -1.861
H -1.786 -1.334 0.026
H 0.130 -1.674 -0.244
H 2.197 1.485 0.371
H 1.655 -0.346 0.810
H 0.051 1.417 2.086
H -0.023 -0.183 1.670
N -0.101 1.006 -0.154
S -1.314 1.214 -2.339

Computed properties:
- Gap between HOMO and LUMO: 8.42 eV
- Energy relative to the best compared isomer or geometry (same formula, charge and spin): 525.4 kJ/mol
- E_HOMO: -8.584 eV
- LUMO level: -0.16 eV

---

Entry 4:
C5H7NO | ωB97M-V with the def2-TZVPD basis set

Positions of all 14 atoms, in Å:
C -1.900 0.446 0.197
C -0.686 -0.920 0.189
C -0.172 0.350 0.022
C 2.571 -0.151 0.487
O 2.382 -1.297 0.155
C 0.248 0.787 -1.272
N 0.693 1.278 -2.229
H -2.010 1.088 1.067
H -2.646 -0.360 0.262
H -2.114 0.945 -0.748
H -0.853 -1.300 1.197
H -0.821 -1.662 -0.607
H 2.848 0.634 -0.241
H 2.463 0.184 1.536

Computed properties:
- Gap between HOMO and LUMO: 8.93 eV
- Energy relative to the best compared isomer or geometry (same formula, charge and spin): 524.1 kJ/mol
- E_HOMO: -8.694 eV
- LUMO level: 0.24 eV

---

Entry 5:
C4H3FO | ωB97M-V with the def2-TZVPD basis set

Positions of all 9 atoms, in Å:
C -1.932 0.446 -0.212
C -1.280 -0.501 0.177
C 1.556 0.739 0.448
C 1.205 -0.412 -0.053
O 1.486 1.853 0.752
F 1.905 -1.570 0.134
H -2.310 1.144 -0.874
H -1.334 -1.483 0.629
H 0.703 -0.217 -1.001

Computed properties:
- Gap between HOMO and LUMO: 8.77 eV
- Energy relative to the best compared isomer or geometry (same formula, charge and spin): 389.9 kJ/mol
- E_HOMO: -8.850 eV
- LUMO level: -0.08 eV

---

Entry 6:
C11H17N2O6 | ωB97M-V with the def2-TZVPD basis set

Positions of all 36 atoms, in Å:
C 0.049 0.919 -3.207
C -1.039 0.201 -2.424
C -1.448 0.823 -1.093
C -2.964 0.796 -0.947
C -3.505 1.801 0.061
O -3.742 -0.006 -1.500
O -1.470 -0.920 -2.807
H 0.202 1.966 -2.911
H 0.992 0.384 -3.024
H -0.178 0.863 -4.280
H -1.082 1.864 -1.028
H -3.012 2.787 0.058
H -4.581 1.961 -0.088
H -3.359 1.390 1.070
C 3.378 1.483 3.723
C 1.866 1.586 3.686
O 1.339 0.892 2.469
C -0.004 0.891 2.433
N -0.656 0.478 1.219
N -0.498 0.243 -0.050
C -0.313 -1.363 -0.029
O -1.041 -2.097 0.650
O 0.626 -1.765 -0.876
C 0.316 -3.032 -1.559
C 1.560 -3.623 -2.177
O -0.749 1.209 3.333
H 3.834 2.100 4.511
H 3.699 0.457 3.932
H 3.833 1.801 2.779
H 1.403 1.097 4.556
H 1.541 2.632 3.611
H -0.118 -3.696 -0.777
H -0.443 -2.757 -2.335
H 1.265 -4.423 -2.847
H 2.131 -2.895 -2.732
H 2.170 -4.046 -1.400

Computed properties:
- Gap between HOMO and LUMO: 5.60 eV
- E_HOMO: -2.391 eV
- LUMO level: 3.21 eV
- Total charge: -1

---

Entry 7:
C20H51BClN14O22 | ωB97M-V with the def2-TZVPD basis set

Positions of all 109 atoms, in Å:
C -0.373 3.748 -0.503
C 0.352 3.366 -1.559
C 1.823 2.973 -1.488
C 2.586 4.310 -1.325
C 4.064 4.152 -1.544
O 4.821 3.686 -0.760
Cl 4.612 4.636 -3.163
C 2.117 2.083 -0.273
N 1.545 0.760 -0.367
N 2.050 -0.108 0.656
C 1.709 0.080 -1.654
C 0.318 -0.076 -2.387
C -0.920 0.175 -1.566
O -1.087 -0.837 -0.579
C -2.153 0.181 -2.479
N -2.267 1.437 -3.236
B 2.222 -1.436 -1.263
N 3.637 -1.797 -1.157
O 1.253 -2.389 -1.079
C 2.614 0.816 -2.632
O 3.986 0.792 -2.378
N 2.188 2.279 -2.780
H -0.195 3.329 0.483
H -1.194 4.447 -0.585
H -0.143 3.372 -2.532
H 2.144 5.099 -1.927
H 2.443 4.595 -0.283
H 3.202 2.060 -0.092
H 1.691 2.586 0.595
H 2.839 0.313 1.146
H 1.318 -0.231 1.349
H 0.263 0.663 -3.193
H 0.262 -1.046 -2.882
H -0.907 1.157 -1.095
H -1.853 -0.614 -0.035
H -2.099 -0.683 -3.156
H -3.026 0.026 -1.848
H -3.183 1.497 -3.664
H -1.629 1.410 -4.026
H 3.983 -2.375 -1.912
H 3.812 -2.251 -0.270
H 0.777 -2.333 -0.232
H 2.467 0.410 -3.629
H 4.263 1.441 -1.721
H 1.405 2.317 -3.440
H 2.965 2.741 -3.264
C -6.340 -1.376 0.221
N -4.937 -0.887 0.204
O -4.631 -0.027 -0.601
O -4.162 -1.374 1.000
H -6.897 -0.845 -0.541
H -6.318 -2.438 0.018
H -6.744 -1.178 1.209
C -7.455 -6.292 0.830
N -7.105 -5.124 -0.024
O -7.777 -4.117 0.084
O -6.163 -5.251 -0.773
H -8.308 -6.023 1.442
H -7.686 -7.120 0.167
H -6.586 -6.517 1.440
C 6.469 2.811 2.324
N 5.150 2.519 2.946
O 4.783 3.202 3.876
O 4.511 1.606 2.461
H 6.926 3.649 2.836
H 7.079 1.917 2.409
H 6.282 3.047 1.281
C 0.969 -1.317 -6.336
N 0.461 0.015 -5.902
O 1.230 0.761 -5.306
O -0.684 0.294 -6.149
H 1.999 -1.404 -6.028
H 0.348 -2.065 -5.852
H 0.864 -1.369 -7.414
C 4.051 4.030 6.857
N 3.122 4.637 7.849
O 2.148 5.223 7.431
O 3.403 4.495 9.022
H 3.672 4.232 5.865
H 5.027 4.482 7.007
H 4.086 2.963 7.055
C -11.156 -2.364 1.778
N -9.765 -1.840 1.739
O -9.506 -0.973 0.931
O -8.974 -2.318 2.524
H -11.738 -1.845 1.026
H -11.105 -3.429 1.574
H -11.543 -2.181 2.776
C 1.367 1.884 10.449
N 0.904 0.840 9.495
O -0.268 0.536 9.505
O 1.745 0.362 8.760
H 0.519 2.221 11.032
H 2.127 1.435 11.081
H 1.789 2.698 9.867
C 4.513 -2.762 -9.040
N 3.164 -2.793 -8.412
O 3.092 -3.044 -7.224
O 2.216 -2.566 -9.131
H 5.250 -2.984 -8.278
H 4.519 -3.509 -9.827
H 4.655 -1.768 -9.454
C 0.014 -4.386 2.905
N 0.743 -3.421 2.039
O 0.110 -2.484 1.576
O 1.918 -3.622 1.848
H -1.018 -4.067 2.975
H 0.098 -5.362 2.437
H 0.500 -4.380 3.875

Computed properties:
- Gap between HOMO and LUMO: 8.05 eV
- E_HOMO: -10.710 eV
- LUMO level: -2.66 eV
- Total charge: +1

---

Entry 8:
C2H4ClN2S2 | ωB97M-V with the def2-TZVPD basis set

Positions of all 11 atoms, in Å:
C 0.221 0.475 0.030
C 0.127 -1.026 -0.111
N -0.904 1.122 0.025
N 1.498 0.973 0.075
S 2.329 2.433 0.156
S -2.479 0.967 -0.106
Cl -3.268 -0.877 0.180
H -0.616 -1.346 0.490
H 1.006 -1.547 0.143
H -0.126 -1.424 -1.154
H 2.211 0.250 0.273

Computed properties:
- Gap between HOMO and LUMO (alpha / beta): 6.36 / 7.41 eV
- Energy relative to the best compared isomer or geometry (same formula, charge and spin): 130.1 kJ/mol
- E_HOMO (alpha / beta): -14.013 / -14.034 eV
- LUMO level (alpha / beta): -7.65 / -6.62 eV
- Total charge: +1